{"formula": "C19H21AsCaNO6S2Si", "method": "ωB97M-V with the def2-TZVPD basis set", "lumo_energy_ev": 2.09, "e_homo_ev": -3.6, "homo_lumo_gap_ev": 5.7, "total_charge": -1, "energy_ha": -5242.277315, "de_lowest_kj_mol": 31.84, "largest_force_ha_per_bohr": 0.02310, "elements": ["Ca", "O", "As", "O", "O", "C", "C", "C", "C", "C", "C", "S", "O", "O", "O", "H", "H", "H", "H", "H", "C", "Si", "C", "C", "C", "C", "C", "C", "C", "H", "H", "H", "H", "H", "H", "H", "H", "H", "H", "H", "S", "C", "N", "C", "C", "C", "C", "H", "H", "H", "H", "H"], "xyz": [[0.195, 0.487, -0.422], [-0.229, -1.760, 1.542], [-1.707, -1.876, 0.530], [-2.335, -3.373, 0.573], [-1.167, -1.187, -0.891], [-2.956, -0.682, 1.504], [-3.937, -1.455, 2.118], [-4.936, -0.896, 2.907], [-4.971, 0.469, 3.094], [-4.001, 1.263, 2.494], [-3.007, 0.709, 1.706], [-1.786, 1.886, 1.103], [-1.781, 1.772, -0.367], [-2.144, 3.185, 1.613], [-0.498, 1.351, 1.577], [0.065, -2.680, 1.571], [-3.904, -2.526, 1.957], [-5.678, -1.536, 3.368], [-5.736, 0.928, 3.709], [-4.005, 2.334, 2.642], [4.508, -0.402, -1.625], [3.006, -0.639, -0.448], [3.811, -0.431, 1.286], [2.745, -2.547, -0.523], [2.253, -3.140, -1.689], [1.969, -4.494, -1.773], [2.154, -5.313, -0.667], [2.635, -4.756, 0.508], [2.927, -3.399, 0.571], [5.372, -0.985, -1.288], [4.805, 0.648, -1.682], [4.261, -0.722, -2.640], [4.670, -1.099, 1.426], [3.103, -0.612, 2.098], [4.166, 0.597, 1.403], [2.062, -2.518, -2.560], [1.577, -4.907, -2.696], [1.913, -6.368, -0.717], [2.782, -5.380, 1.383], [3.302, -2.995, 1.505], [1.904, 3.126, -1.455], [0.424, 3.866, -1.726], [-0.209, 3.712, -2.930], [-1.412, 4.254, -3.254], [-2.075, 5.026, -2.361], [-1.481, 5.225, -1.091], [-0.276, 4.672, -0.787], [0.271, 3.123, -3.596], [-1.775, 4.018, -4.243], [-3.034, 5.449, -2.616], [-2.001, 5.792, -0.331], [0.164, 4.783, 0.193]], "forces_ev_per_angstrom": [[1.07, -0.25, -0.44], [-0.54, -0.13, -0.12], [0.06, 0.83, -0.03], [0.03, -0.26, -0.01], [-0.32, 0.00, 0.12], [0.02, -0.16, 0.06], [-0.08, -0.04, -0.04], [0.01, -0.04, -0.04], [0.05, 0.08, -0.03], [-0.18, 0.09, 0.06], [0.20, 0.10, 0.03], [-0.22, -0.36, -0.02], [-0.25, 0.34, -0.12], [0.02, -0.11, -0.06], [-0.02, 0.17, 0.39], [0.43, -0.03, 0.12], [0.01, 0.00, 0.00], [0.00, -0.01, 0.00], [0.00, 0.00, 0.00], [0.03, -0.02, -0.01], [-0.09, -0.01, 0.02], [-0.01, -0.13, 0.12], [0.08, 0.07, -0.08], [0.00, 0.05, 0.01], [-0.01, 0.05, -0.11], [-0.02, -0.06, -0.01], [0.00, -0.01, -0.01], [-0.01, -0.06, 0.02], [0.03, 0.05, 0.09], [0.00, -0.01, 0.00], [-0.01, 0.03, 0.02], [0.00, -0.01, -0.01], [0.02, 0.01, 0.00], [-0.04, -0.03, -0.02], [0.01, 0.01, -0.01], [0.01, 0.01, 0.02], [0.00, -0.01, 0.00], [0.00, 0.00, 0.00], [0.00, 0.00, 0.00], [0.00, 0.01, -0.01], [-0.17, -0.29, -0.02], [0.00, 0.15, -0.03], [-0.03, 0.01, 0.05], [0.04, -0.03, 0.04], [0.00, -0.02, -0.07], [0.04, -0.09, 0.08], [-0.09, 0.02, 0.02], [0.04, 0.02, 0.01], [-0.05, 0.02, 0.01], [-0.01, 0.00, 0.02], [-0.04, 0.03, -0.02], [0.00, 0.01, -0.01]], "nbo_charge": [1.698, -1.041, 2.415, -1.154, -1.276, -0.423, -0.197, -0.211, -0.215, -0.221, -0.228, 2.382, -1.075, -0.976, -1.064, 0.498, 0.258, 0.207, 0.206, 0.240, -1.075, 0.597, -1.095, -0.405, -0.158, -0.227, -0.246, -0.228, -0.243, 0.205, 0.213, 0.213, 0.201, 0.221, 0.218, 0.187, 0.195, 0.198, 0.196, 0.203, -0.271, 0.057, -0.515, 0.054, -0.293, -0.116, -0.252, 0.427, 0.213, 0.226, 0.228, 0.249]}

---

{"formula": "C12H24CoI2O6", "method": "ωB97M-V with the def2-TZVPD basis set", "lumo_energy_ev": [0.38, 0.31], "e_homo_ev": [-7.6, -7.6], "homo_lumo_gap_ev": [8.0, 7.9], "total_charge": 0, "energy_ha": -2901.285298, "spin_multiplicity": 4, "largest_force_ha_per_bohr": 0.05649, "elements": ["Co", "I", "I", "C", "O", "C", "O", "O", "C", "H", "H", "H", "H", "H", "H", "C", "C", "O", "C", "H", "H", "H", "H", "H", "H", "C", "C", "O", "C", "H", "H", "H", "H", "H", "H", "C", "C", "O", "C", "H", "H", "H", "H", "H", "H"], "xyz": [[0.025, 0.198, 0.029], [0.490, -1.398, -2.244], [-0.683, 1.758, 2.371], [-3.418, 2.725, -0.178], [-3.102, 2.736, -1.512], [-2.007, 2.101, -1.907], [-1.225, 1.427, -1.243], [-2.027, 2.169, -3.265], [-1.025, 1.792, -4.138], [-4.347, 3.254, 0.033], [-2.659, 3.281, 0.373], [-3.460, 1.707, 0.208], [-0.081, 2.188, -3.766], [-1.151, 2.084, -5.181], [-1.011, 0.703, -4.187], [-3.677, -1.363, 1.815], [-2.660, -1.705, 0.749], [-1.730, -0.973, 0.413], [-2.962, -3.025, -0.003], [-4.595, -1.356, 1.227], [-3.375, -0.456, 2.338], [-3.704, -2.125, 2.593], [-2.200, -3.104, -0.778], [-3.910, -2.877, -0.520], [-2.935, -3.936, 0.596], [3.580, 2.345, -1.543], [2.787, 1.874, -0.343], [1.610, 1.489, -0.419], [3.600, 1.607, 0.857], [4.630, 2.085, -1.403], [3.588, 3.422, -1.712], [3.172, 1.890, -2.446], [3.947, 0.574, 0.810], [2.858, 1.598, 1.655], [4.382, 2.343, 1.043], [3.209, -2.378, 1.071], [1.833, -2.188, 1.677], [1.057, -1.392, 1.177], [1.633, -2.866, 3.014], [3.541, -3.415, 1.122], [3.947, -1.774, 1.600], [3.240, -2.051, 0.032], [1.625, -3.953, 2.938], [0.706, -2.481, 3.438], [2.481, -2.531, 3.612]], "forces_ev_per_angstrom": [[-0.37, -0.24, 0.14], [0.13, 0.17, 0.29], [0.36, -0.38, -0.38], [0.25, 0.21, 2.66], [0.62, 0.03, -2.07], [0.35, -1.69, -1.49], [-1.01, 1.61, -0.69], [-1.99, 1.55, 1.45], [1.88, -1.56, 0.11], [-0.15, -0.21, -0.66], [0.14, -0.28, 0.23], [0.00, 0.03, 0.11], [0.24, -0.29, -0.20], [-0.75, 0.77, 0.38], [0.50, -0.09, 0.25], [1.27, 0.17, -0.17], [0.69, -0.35, -0.31], [-1.44, -1.11, 0.63], [1.13, 1.18, -0.50], [-0.40, 0.35, 0.62], [-0.44, 0.34, -0.40], [-0.21, -0.37, -0.32], [0.05, -0.13, -0.03], [-0.21, -0.29, 0.22], [-0.31, 0.28, 0.24], [-0.43, 0.18, -0.32], [-0.78, -1.28, -1.16], [1.81, 1.08, -0.36], [-1.13, 0.15, 1.26], [-0.08, -0.22, -0.04], [-0.32, 0.15, 0.29], [0.05, -0.07, 0.04], [0.42, 0.08, -0.25], [0.23, 0.13, 0.51], [0.07, -0.29, -0.11], [-0.04, -0.15, -0.58], [0.81, 0.77, -0.37], [0.00, -0.52, 0.73], [-0.68, 0.72, -0.54], [-0.03, -0.02, 0.11], [-0.08, 0.01, 0.34], [-0.28, -0.05, -0.02], [0.09, 0.07, -0.02], [0.05, -0.22, 0.15], [0.00, -0.23, 0.22]], "mulliken_spin": [2.837, 0.062, 0.051, 0.000, 0.001, -0.002, 0.011, 0.001, -0.001, 0.000, 0.000, 0.000, 0.000, 0.000, 0.000, -0.001, -0.003, 0.015, 0.000, 0.000, 0.000, 0.000, 0.000, 0.000, 0.000, 0.001, 0.006, 0.008, -0.001, 0.000, 0.000, 0.000, 0.000, 0.000, 0.000, -0.001, 0.001, 0.013, 0.001, 0.000, 0.000, 0.000, 0.000, 0.000, 0.000]}

---

{"formula": "CHI3O", "method": "ωB97M-V with the def2-TZVPD basis set", "lumo_energy_ev": -0.87, "e_homo_ev": -9.7, "homo_lumo_gap_ev": 8.9, "total_charge": 0, "energy_ha": -1007.001998, "de_lowest_kj_mol": 52.36, "largest_force_ha_per_bohr": 0.03392, "elements": ["C", "O", "I", "I", "I", "H"], "xyz": [[1.168, 0.087, -0.306], [0.764, 0.757, 0.576], [0.118, -0.434, -1.989], [-2.351, 0.402, 1.742], [2.987, -1.067, -0.141], [-2.686, 0.256, 0.118]], "forces_ev_per_angstrom": [[0.30, -0.16, 1.71], [0.50, -0.05, -0.80], [-0.74, -0.01, -1.06], [-0.38, -0.13, -0.99], [0.08, 0.25, 0.09], [0.23, 0.10, 1.05]], "nbo_charge": [0.208, -0.492, 0.190, -0.101, 0.094, 0.101]}

---

{"formula": "C4H6O2", "method": "ωB97M-V with the def2-TZVPD basis set", "lumo_energy_ev": 0.80, "e_homo_ev": -9.6, "homo_lumo_gap_ev": 10.4, "total_charge": 0, "energy_ha": -306.379520, "de_lowest_kj_mol": 332.85, "largest_force_ha_per_bohr": 0.01156, "elements": ["O", "C", "C", "C", "C", "O", "H", "H", "H", "H", "H", "H"], "xyz": [[1.629, -0.079, -0.945], [0.900, 0.281, 0.192], [-0.465, 0.978, 0.007], [-1.052, -0.314, -0.566], [-0.240, -0.653, 0.679], [-0.806, 0.513, 1.365], [2.280, -0.735, -0.661], [1.517, 0.761, 0.964], [-0.696, 2.016, -0.233], [-2.125, -0.451, -0.424], [-0.667, -0.679, -1.518], [-0.275, -1.637, 1.142]], "forces_ev_per_angstrom": [[0.17, -0.11, -0.01], [-0.08, 0.05, 0.21], [-0.06, 0.48, -0.24], [-0.17, -0.09, -0.23], [0.00, -0.53, 0.05], [-0.11, 0.00, 0.04], [-0.06, 0.18, -0.20], [-0.17, -0.31, -0.01], [0.11, -0.09, 0.02], [0.08, 0.13, -0.13], [-0.09, 0.12, 0.04], [0.36, 0.17, 0.44]], "nbo_charge": [-0.712, 0.077, 0.065, -0.430, 0.046, -0.517, 0.474, 0.178, 0.196, 0.214, 0.217, 0.192]}